Arrangement w

The following is a DFT calculation (the ωB97M-V functional and the def2-TZVPD basis) of C4H10ClN in the gas phase.

```
16
C4H10ClN | the OMol25 dataset | the ωB97M-V functional and the def2-TZVPD basis
C -2.4701 -0.6102 -0.0395
C -0.1203 0.0718 0.4800
C 1.1847 -0.1282 -0.2653
C 2.0776 1.1527 -0.0761
H -3.0325 -1.4818 0.3362
H -2.6745 0.2811 0.4323
H -2.7536 -0.4951 -1.0785
H -0.7191 -1.3337 -0.8927
H -0.4526 1.1279 0.3581
H -0.0260 -0.1004 1.6621
H 1.0554 -0.2808 -1.2604
H 1.6421 2.0566 -0.4949
H 3.1095 0.9741 -0.3383
H 2.2418 1.3814 1.0456
N -1.0377 -0.8662 0.0254
Cl 1.9753 -1.7493 0.1061
```

Results
- LUMO level: 0.9992 eV
- Spin multiplicity: 1
- SMILES: CNC[C@@H](C)Cl
- HOMO level: -8.391 eV
- Molar mass: 107.58 g mol⁻¹


Arrangement x

The following is a DFT calculation (the ωB97M-V functional and the def2-TZVPD basis) of C4H10ClN in the gas phase.

```
16
C4H10ClN | the OMol25 dataset | the ωB97M-V functional and the def2-TZVPD basis
C -1.1657 -0.3761 0.3369
C -0.2668 0.7386 -0.2867
C 1.2021 0.8084 0.1897
C 1.9129 -0.4211 -0.1884
H -2.8160 -1.4023 -0.1936
H -3.2092 0.0618 0.1612
H -0.6468 -1.3440 0.2529
H -1.3434 -0.2887 1.4110
H -0.8194 1.7152 -0.1405
H -0.3017 0.5879 -1.3690
H 1.6147 1.7262 -0.2957
H 1.3046 0.9105 1.2712
H 1.6201 -0.6638 -1.1562
H 1.7170 -1.2896 0.4099
N -2.4942 -0.4731 -0.3351
Cl 3.6919 -0.2898 -0.0674
```

Results
- LUMO level: 0.9965 eV
- Spin multiplicity: 1
- SMILES: NCCCCCl
- HOMO level: -9.715 eV
- Molar mass: 107.58 g mol⁻¹


Which structure loses on stability? arrangement w does.